Density functional theory data (ωB97M-V/def2-TZVPD) for C3H6N2O2 in the gas phase.

Last columns: bonded neighbours and bond lengths (Å).
Atoms and positions in Å:
1 H -2.92 0.81 0.25  N2 1.015
2 N -1.91 0.71 0.22  H1 1.015, C3 1.266
3 C -1.53 -0.02 1.17  N2 1.266, O4 1.335, H9 1.093
4 O -0.24 -0.31 1.40  C3 1.335, C5 1.394
5 C 0.70 0.38 0.64  O4 1.394, C6 1.345, H10 1.085
6 C 1.14 -0.12 -0.53  C5 1.345, N7 1.366, O8 1.357
7 N 0.54 -1.09 -1.28  C6 1.366, H11 1.009, H12 1.013
8 O 2.32 0.35 -1.00  C6 1.357, H13 0.973
9 H -2.14 -0.54 1.92  C3 1.093
10 H 0.83 1.44 0.85  C5 1.085
11 H 0.97 -1.32 -2.16  N7 1.009
12 H -0.47 -0.99 -1.31  N7 1.013
13 H 2.71 0.69 -0.17  O8 0.973

## Properties
* ΔE to the lowest compared entry with this formula, charge and spin: 265.6 kJ/mol
* HOMO: -7.9885 eV
* frontier orbital gap: 8.91 eV
* spin multiplicity: 1
* SMILES: [H]/N=C/O/C=C(\N)O
* DFT total energy: -10282.04503 eV

***

Density functional theory data (ωB97M-V/def2-TZVPD) for 2 unconnected molecules or ions with the total composition C3H6N2O2.

Last columns: bonded neighbours and bond lengths (Å).
Atoms and positions in Å:
1 N 0.72 0.36 -1.39  C2 1.212, H6 1.026
2 C -0.46 0.15 -1.29  N1 1.212, N3 1.237
3 N -1.66 -0.17 -1.22  C2 1.237, C4 1.407
4 C -2.70 0.74 -1.50  N3 1.407, O5 1.201, H7 1.107
5 O -3.83 0.56 -1.14  C4 1.201
6 H 1.23 0.61 -0.53  N1 1.026
7 H -2.39 1.62 -2.09  C4 1.107
8 C 1.31 -0.92 1.64  O9 1.424, H10 1.097, H11 1.092, H12 1.099
9 O 1.24 0.48 1.39  C8 1.424, H13 0.966
10 H 1.42 -1.14 2.71  C8 1.097
11 H 2.19 -1.29 1.12  C8 1.092
12 H 0.43 -1.46 1.25  C8 1.099
13 H 0.44 0.81 1.81  O9 0.966

## Properties
* ΔE to the lowest compared entry with this formula, charge and spin: 253.6 kJ/mol
* HOMO: -10.3710 eV
* frontier orbital gap: 10.87 eV
* spin multiplicity: 1
* SMILES: N=C=NC=O.CO
* DFT total energy: -10282.16928 eV

***

Density functional theory data (ωB97M-V/def2-TZVPD) for C3H6N2O2S in the gas phase at a distorted geometry.

Last columns: bonded neighbours and bond lengths (Å).
Atoms and positions in Å:
1 C 0.62 -1.57 -0.15  C2 1.494, N4 1.612, O6 1.169
2 C 0.01 -0.32 -0.70  C1 1.494, C3 1.586, N5 1.430, H9 1.091
3 C -0.96 0.18 0.45  C2 1.586, H10 1.078, H11 1.029, H12 1.118
4 N 2.20 -1.27 -0.24  C1 1.612, S8 1.671, H13 0.983
5 N 1.03 0.63 -0.98  C2 1.430, S8 1.714, H14 1.010
6 O 0.32 -2.58 0.36  C1 1.169
7 O 2.24 1.08 1.12  S8 1.483
8 S 2.51 0.37 -0.15  N4 1.671, N5 1.714, O7 1.483
9 H -0.72 -0.65 -1.43  C2 1.091
10 H -0.44 0.46 1.36  C3 1.078
11 H -1.41 -0.61 0.94  C3 1.029
12 H -1.73 0.97 0.30  C3 1.118
13 H 2.81 -1.97 0.10  N4 0.983
14 H 0.60 1.53 -0.81  N5 1.010

## Properties
* ΔE to the lowest compared entry with this formula, charge and spin: 281.7 kJ/mol
* HOMO: -9.7332 eV
* frontier orbital gap: 10.48 eV
* spin multiplicity: 1
* DFT total energy: -21116.92944 eV